Entry 1:
{"formula": "C2H36O15", "method": "ωB97M-V/def2-TZVPD", "spin_multiplicity": 1, "charge": 0, "lumo_ev": -0.1, "fmax_ev_per_a": 3.06, "relative_energy_kcal_mol": 0.0, "e_tot_ev": -33370.2127, "species": ["C", "C", "H", "H", "H", "H", "H", "H", "H", "H", "O", "H", "H", "O", "H", "H", "O", "H", "H", "O", "H", "H", "O", "H", "H", "O", "H", "H", "O", "H", "H", "O", "H", "H", "O", "H", "H", "O", "H", "H", "O", "H", "H", "O", "H", "H", "O", "H", "H", "O", "H", "H", "O"], "coordinates": [[-2.622, 3.154, -2.409], [-1.443, 3.816, -1.659], [-2.220, 2.211, -2.775], [-3.015, 3.626, -3.292], [-3.317, 2.989, -1.591], [-1.009, 3.202, -0.899], [-0.647, 4.014, -2.380], [-1.761, 4.781, -1.343], [2.159, 1.290, 0.062], [2.522, 0.910, -1.322], [1.798, 1.384, -0.833], [-1.464, -3.540, -1.165], [-1.973, -2.361, -0.398], [-2.196, -3.290, -0.571], [0.851, -2.598, -0.822], [0.805, -2.563, -2.257], [1.354, -2.857, -1.547], [0.538, 0.394, -3.987], [1.729, 1.215, -3.491], [1.471, 0.281, -3.767], [-1.631, 0.627, -4.526], [-1.333, 0.935, -3.001], [-1.109, 0.419, -3.782], [-2.675, -0.607, 1.497], [-3.354, -2.069, 1.261], [-2.573, -1.535, 1.181], [2.717, 2.651, 0.153], [2.127, 3.897, 0.708], [2.993, 3.504, 0.462], [-0.557, -0.339, 0.056], [0.851, 0.041, -0.477], [0.268, -0.718, -0.216], [1.882, -1.887, 3.725], [0.614, -2.682, 3.073], [0.967, -2.159, 3.822], [-3.453, 0.111, 3.582], [-2.203, 1.025, 3.276], [-3.032, 0.645, 2.937], [-1.963, -1.387, 4.065], [-0.572, -1.010, 4.588], [-1.500, -0.712, 4.490], [2.761, 1.509, 2.686], [1.387, 0.862, 2.245], [1.949, 1.607, 2.155], [3.660, -0.945, -0.979], [2.457, -1.369, -2.071], [3.062, -0.696, -1.739], [2.580, -1.479, 0.728], [1.158, -1.406, 1.238], [2.053, -1.680, 1.508], [1.128, -3.896, 1.404], [-0.465, -3.778, 0.885], [0.245, -3.538, 1.514]], "forces_ev_per_a": [[1.4385, -0.8247, 1.4693], [0.0251, 0.4708, -2.5339], [-0.6614, -0.0798, 0.1665], [-0.2225, 0.7374, 0.0916], [-0.8308, -0.3409, -0.6420], [-0.1268, -0.2803, 0.6642], [0.2187, 0.0051, 0.0593], [-0.0722, 0.6913, 0.8767], [-0.5607, -0.1528, 0.5298], [-0.9135, -0.1083, -0.3156], [0.9073, -0.2887, 0.0500], [-0.6359, -0.2917, 0.0575], [-0.4642, -0.0860, 0.4185], [1.3348, -0.1885, -0.8177], [-1.2044, 0.9776, 2.5531], [-0.5201, 0.2307, -1.1580], [1.5884, -1.4043, -1.6784], [-0.2223, -0.1857, 0.0276], [-0.2861, -1.9244, -0.5377], [1.1004, 1.9664, 0.4861], [-1.2463, 0.7034, -0.9523], [-0.2090, -0.0730, -0.4554], [0.9655, -0.9887, 1.1925], [-0.6929, -0.9489, 0.3155], [-0.6902, 0.1365, 0.1550], [1.3011, 1.2922, -0.0269], [0.0637, 0.0293, -0.4540], [0.9626, -0.2341, -0.1067], [-0.4574, 1.5318, 0.5378], [-0.7683, 0.2709, 0.2347], [-0.3896, -0.1875, -0.2807], [0.2845, 0.0032, -0.1381], [-0.1840, -0.3826, -0.7248], [0.7588, 0.4193, 0.1353], [-0.9646, 0.0578, 1.1224], [-0.0506, -0.4163, 1.2342], [-0.6932, -0.7727, 0.3957], [0.3249, 1.5834, -2.0657], [-0.7749, -1.9111, -1.1888], [-0.5273, -0.2559, -0.2791], [1.8582, 1.7795, 1.6598], [-0.7547, -0.2420, -0.2983], [-0.4333, -1.4167, 0.6450], [1.0215, 1.2803, -0.3416], [-1.2777, -0.4646, -1.7290], [0.2311, -0.5588, 0.6767], [2.0442, 1.0248, 1.2147], [-0.0573, -0.0514, 0.0299], [0.1928, -0.2438, -0.0984], [0.8285, 0.4353, -0.0921], [-0.2604, -0.3520, -0.7942], [0.8841, -0.2939, 0.3194], [-1.1824, 0.3230, 0.3905]], "mulliken_charge": [-0.3355, -0.8460, -0.2050, 0.3509, 0.2574, 0.1927, 0.2932, 0.3810, 0.3514, 0.4095, -0.7364, 0.3172, 0.3805, -0.6883, 0.1063, 0.3502, -0.7085, 0.4360, 0.2687, -0.6759, 0.2937, 0.2835, -0.6719, 0.3371, 0.2609, -0.5982, 0.3201, 0.3233, -0.6692, 0.0724, 0.1290, 0.0176, 0.2754, 0.4090, -0.6435, 0.3070, 0.3394, -0.6753, 0.2902, 0.3318, -0.6130, 0.2895, 0.2401, -0.5538, 0.2743, 0.3579, -0.6431, 0.1390, 0.5026, -0.5741, 0.3106, 0.3105, -0.6722]}

***

Entry 2:
{"formula": "C2H3BF2O", "method": "ωB97M-V/def2-TZVPD", "spin_multiplicity": 1, "charge": 0, "lumo_ev": -1.3, "fmax_ev_per_a": 4.97, "relative_energy_kcal_mol": 114.7, "e_tot_ev": -10277.6420, "species": ["B", "C", "C", "O", "F", "F", "H", "H", "H"], "coordinates": [[0.941, 0.405, 1.278], [-0.543, 0.345, -1.126], [-0.591, -0.690, -0.167], [-1.372, 1.136, -1.378], [0.673, 0.304, -1.809], [-1.742, -0.933, 0.398], [2.088, 0.423, 0.808], [0.383, 0.499, 2.221], [0.163, -1.489, -0.225]], "forces_ev_per_a": [[0.3017, -2.0630, -4.2740], [0.7477, -0.3511, -0.8183], [4.4517, 0.6941, 2.1063], [-0.5963, 1.0992, -0.5348], [-0.5067, 0.2174, 0.2959], [-1.2146, -0.3915, 0.6402], [-1.3390, 0.2559, 0.6143], [-0.9433, 0.5999, 2.2067], [-0.9012, -0.0608, -0.2363]], "mulliken_charge": [0.2444, 0.5547, -0.2819, -0.4809, -0.2560, -0.2444, 0.0425, 0.0332, 0.3884]}